Record 1
23
Properties=species:S:1:pos:R:3 method="wB97M-V/def2-TZVPD" spin_multiplicity=2 e_lumo_ev="-3.7 / -3.7" charge=+1 s2=0.753 gap_ha="0.127 / 0.287"
O 0.676 3.105 -0.438
N -0.655 0.849 0.530
N -2.224 1.555 2.236
N 1.912 -3.082 -1.393
C -0.478 -0.220 -0.394
C -1.468 0.594 1.625
C 0.863 -1.027 -0.339
C 0.842 -2.026 -1.473
H 1.955 -3.527 -0.482
H 1.595 -3.783 -2.062
H 2.820 -2.661 -1.562
H 0.919 -1.449 -2.415
H -1.270 -0.956 -0.235
H 1.341 2.628 0.064
H -1.538 -0.438 1.937
H 0.748 -1.658 0.578
H -0.524 1.807 0.225
H -2.839 1.295 2.984
H 0.795 4.063 -0.334
H 1.711 -0.400 -0.063
H -0.157 -2.414 -1.660
H -0.529 0.077 -1.459
H -2.266 2.510 1.928

***

Record 2
23
Properties=species:S:1:pos:R:3 method="wB97M-V/def2-TZVPD" spin_multiplicity=1 e_lumo_ev=-6.6 charge=+2 gap_ha=0.433
O 1.298 2.014 1.405
N -2.845 -0.756 1.680
N 2.284 -0.154 -0.526
N -1.097 0.301 0.577
C 1.391 -0.685 -1.654
C -0.976 -0.584 -0.564
C -1.864 0.094 1.631
C -0.022 -0.104 -1.682
H -0.433 -0.568 -2.581
H 1.901 2.633 0.971
H 1.597 0.176 0.157
H 2.707 -0.957 -0.053
H -1.578 0.565 2.565
H 1.291 -1.758 -1.504
H 1.331 2.273 2.334
H -3.474 -0.873 2.462
H 1.894 -0.554 -2.609
H 3.017 0.488 -0.825
H -1.940 -0.684 -1.087
H -3.094 -1.325 0.878
H -0.797 -1.649 -0.369
H -0.077 0.976 -1.822
H -0.516 1.132 0.614

***

Record 3
25
Properties=species:S:1:pos:R:3 method="wB97M-V/def2-TZVPD" spin_multiplicity=1 e_lumo_ev=0.0 smiles="C[C@H](CN)NC(N)=O.O.O" gap_ha=0.321
O 2.588 0.325 -1.536
O -0.184 0.972 -2.407
O -0.912 0.982 2.314
N 0.291 0.178 0.560
N 0.835 2.199 1.547
N -1.856 -1.411 -1.325
C -0.351 -1.149 0.653
C 0.004 1.107 1.528
C -1.787 -1.119 0.113
C 0.528 -2.155 -0.071
H -0.403 -1.396 1.713
H 2.894 -0.582 -1.683
H 1.435 2.382 0.771
H -2.340 -1.917 0.612
H -2.803 -1.328 -1.662
H -1.282 -0.783 -1.876
H 0.744 0.738 -2.535
H -2.225 -0.155 0.375
H 1.181 0.220 0.084
H -0.240 1.043 -1.429
H 0.566 3.005 2.086
H 1.453 -2.340 0.479
H 0.759 -1.815 -1.082
H 0.016 -3.108 -0.195
H 3.366 0.889 -1.713

***

Record 4
22
Properties=species:S:1:pos:R:3 method="wB97M-V/def2-TZVPD" spin_multiplicity=1 e_lumo_ev=0.7 smiles=CC(C)CN.O.O gap_ha=0.362
O -3.878 3.183 3.553
O -2.497 3.185 0.574
N 0.127 -2.006 -2.362
C 2.155 -1.520 -0.979
C 1.485 -2.447 0.152
C 0.931 -0.962 -1.687
C 2.917 -0.444 -0.215
H 0.713 -1.752 0.517
H -2.035 2.341 0.489
H 0.163 -2.980 -2.098
H -3.740 2.369 4.047
H 1.177 -0.198 -2.445
H 0.971 -3.305 -0.255
H -1.943 3.559 1.265
H 2.275 -0.177 0.609
H 3.049 0.444 -0.876
H -4.799 3.202 3.280
H 2.884 -2.048 -1.647
H 3.895 -0.794 0.125
H 0.393 -2.085 -3.340
H 2.205 -2.626 0.947
H 0.133 -0.442 -1.119

***

Record 5
22
Properties=species:S:1:pos:R:3 method="wB97M-V/def2-TZVPD" spin_multiplicity=1 e_lumo_ev=0.8 smiles=CC[C@H](C)N.O.O gap_ha=0.365
O -0.437 3.017 0.638
O 2.170 1.131 3.512
N 0.560 -0.200 -0.209
C 0.488 -2.430 -2.234
C -0.685 -0.991 -0.404
C -1.705 0.117 -0.162
C -0.712 -1.489 -1.897
H 1.393 -2.232 -1.625
H -1.733 0.870 -0.956
H -0.016 2.334 1.162
H -0.728 -0.558 -2.468
H 1.361 -0.630 -0.662
H -0.766 -1.779 0.345
H 2.626 1.518 4.268
H 0.644 -2.373 -3.294
H -1.659 0.702 0.763
H -1.584 -2.112 -1.871
H 1.451 1.750 3.333
H -2.717 -0.242 -0.219
H 0.143 -3.295 -1.645
H 0.513 0.734 -0.601
H -1.028 2.675 -0.029

***

Record 6
22
Properties=species:S:1:pos:R:3 method="wB97M-V/def2-TZVPD" spin_multiplicity=1 e_lumo_ev=0.6 smiles=CCNCC.O.O gap_ha=0.344
O 1.621 -4.754 4.425
O 3.348 -2.456 1.281
N -0.998 1.230 -1.381
C -2.253 1.304 -0.697
C 0.147 0.823 -0.564
C 1.450 1.380 -1.090
C -3.375 1.553 -1.691
H -4.329 1.745 -1.195
H 4.008 -1.964 1.785
H 2.232 1.187 -0.359
H -0.784 2.143 -1.768
H 0.170 1.031 0.506
H 1.685 -4.648 3.472
H -3.471 0.656 -2.309
H 1.436 2.456 -1.183
H 1.819 0.966 -2.024
H 0.118 -0.273 -0.582
H -3.101 2.416 -2.288
H -2.322 2.055 0.110
H 1.127 -3.986 4.720
H -2.406 0.356 -0.166
H 3.878 -3.220 0.998

***

M
In order: 121.18 121.18 153.18 109.17 109.17 109.17
Unit: g mol⁻¹
ΔE to the lowest compared entry with this formula, charge and spin
In order: 0.7084 0.7217 0.0000 1.5940 1.8294 1.2208
Unit: eV
Maximum force
In order: 0.065 0.043 0.014 0.041 0.066 0.024
Unit: Eh/bohr